No. 1
Here is an isolated molecule of C5H9NO at a distorted geometry from OMol25. Energies are from the ωB97M-V functional and the def2-TZVPD basis.

Its largest force on an atom is 1.1 eV/Å. The value obtained for the HOMO energy is -0.275 Eh. The energy relative to the best compared isomer or geometry (same formula, charge and spin) is 6.611 eV. The calculation puts the gap between HOMO and LUMO at 7.792 eV. Its total energy is -325.69459 Eh.

The geometry in ORCA input format:
```
! wB97M-V def2-TZVPD RIJCOSX def2/J DEFGRID3
* xyz 0 1
C -1.77 1.14 -0.54
C -1.05 0.13 0.36
C -0.11 -0.82 -0.33
O 1.02 0.03 -1.07
C 1.90 -0.77 0.10
C 1.58 -0.89 1.51
N 1.37 -0.92 2.65
H -2.34 0.63 -1.32
H -2.47 1.76 0.04
H -1.08 1.83 -1.05
H -1.79 -0.50 0.87
H -0.53 0.66 1.18
H -0.60 -1.34 -1.16
H 0.91 0.98 -0.89
H 2.77 -0.09 0.00
H 2.12 -1.73 -0.34
*
```


No. 2
Here is a structure of composition C13H19ClN2NiO3S from OMol25. Energies are from the ωB97M-V functional and the def2-TZVPD basis.

Its largest force on an atom is 0.6 eV/Å. The value obtained for the HOMO energy (spin up / spin down) is -0.275 / -0.273 Eh. The energy relative to the best compared isomer or geometry (same formula, charge and spin) is 0.000 eV. The calculation puts the gap between HOMO and LUMO (spin up / spin down) at 7.788 / 7.263 eV. Its total energy is -3208.52618 Eh.

The geometry in ORCA input format:
```
! wB97M-V def2-TZVPD RIJCOSX def2/J DEFGRID3
* xyz 0 3
Ni -0.77 2.46 0.08
C 1.96 0.38 -2.38
C 0.79 0.86 -1.59
N 0.92 1.57 -0.53
O 2.23 1.95 -0.22
C -0.57 0.53 -1.97
C -0.90 -0.58 -2.92
N -1.51 1.21 -1.34
O -2.73 0.92 -1.48
H 2.75 1.13 -2.38
H 1.67 0.16 -3.41
H 2.36 -0.53 -1.93
H 2.12 2.50 0.57
H -0.16 -1.38 -2.87
H -0.97 -0.24 -3.95
H -1.88 -0.98 -2.65
C 1.55 -3.89 -0.12
C 0.80 -2.72 0.47
C -0.51 -2.45 0.09
C -1.20 -1.37 0.63
C -0.56 -0.57 1.57
C 0.75 -0.81 1.95
C 1.42 -1.89 1.39
S -1.45 0.86 2.14
C -1.73 0.37 3.84
O -0.45 2.00 2.23
H 0.98 -4.36 -0.92
H 1.75 -4.64 0.64
H 2.51 -3.57 -0.52
H -1.00 -3.08 -0.65
H -2.19 -1.11 0.28
H 1.25 -0.14 2.64
H 2.45 -2.08 1.67
H -0.77 0.20 4.33
H -2.34 -0.53 3.86
H -2.25 1.20 4.32
Cl -2.55 4.40 0.22
C -0.76 4.37 -0.25
H -0.29 5.08 0.43
H -0.73 4.76 -1.27
*
```


No. 3
Here is a cluster of 2 separate species, CH4IP in total from OMol25. Energies are from the ωB97M-V functional and the def2-TZVPD basis.

Its largest force on an atom is 0.3 eV/Å. The value obtained for the HOMO energy (spin up / spin down) is -0.295 / -0.347 Eh. The energy relative to the best compared isomer or geometry (same formula, charge and spin) is 0.072 eV. The calculation puts the gap between HOMO and LUMO (spin up / spin down) at 8.258 / 8.019 eV. Its total energy is -679.41840 Eh.

The geometry in ORCA input format:
```
! wB97M-V def2-TZVPD RIJCOSX def2/J DEFGRID3
* xyz 0 3
C 0.06 0.29 0.76
P 0.72 1.56 -0.40
I 3.05 0.96 -0.36
H 0.60 0.31 1.71
H 0.15 -0.70 0.32
H -0.99 0.51 0.94
H 0.48 -0.02 -3.03
*
```


No. 4
Here is a cluster of 2 separate species, C2H8OS2 in total at a distorted geometry from OMol25. Energies are from the ωB97M-V functional and the def2-TZVPD basis.

The SMILES is CSSC.O. Its largest force on an atom is 5.6 eV/Å. The value obtained for the HOMO energy is -0.318 Eh. The energy relative to the best compared isomer or geometry (same formula, charge and spin) is 1.569 eV. The calculation puts the gap between HOMO and LUMO at 8.660 eV. Its total energy is -952.55591 Eh.

The geometry in ORCA input format:
```
! wB97M-V def2-TZVPD RIJCOSX def2/J DEFGRID3
* xyz 0 1
C -0.18 -2.26 0.27
S -0.12 -0.80 -0.88
S 2.02 -0.43 -0.79
C 1.70 1.42 -0.32
H -0.60 -1.92 1.21
H 0.86 -2.56 0.41
H -0.81 -2.88 -0.24
H 2.65 1.96 -0.52
H 1.88 1.59 0.84
H 0.73 1.69 -0.62
O -2.86 1.64 0.59
H -3.22 1.36 -0.30
H -2.04 1.19 0.36
*
```


No. 5
Here is a cluster of 2 separate species, C6H9FSSi in total at a distorted geometry from OMol25. Energies are from the ωB97M-V functional and the def2-TZVPD basis.

Its largest force on an atom is 3.2 eV/Å. The value obtained for the HOMO energy (spin up / spin down) is -0.267 / -0.319 Eh. The energy relative to the best compared isomer or geometry (same formula, charge and spin) is 3.841 eV. The calculation puts the gap between HOMO and LUMO (spin up / spin down) at 7.400 / 8.004 eV. Its total energy is -1021.47700 Eh.

The geometry in ORCA input format:
```
! wB97M-V def2-TZVPD RIJCOSX def2/J DEFGRID3
* xyz 0 1
C -3.16 0.89 -1.22
C -2.54 -0.36 -1.36
C -2.68 1.57 -0.08
C -1.71 -0.67 -0.31
C 0.89 2.84 -0.23
C 0.31 -2.33 1.66
F -1.01 -3.19 -0.77
Si -0.32 -1.87 -0.06
S -1.62 0.64 0.84
H -3.90 1.29 -1.84
H -2.79 -1.03 -2.08
H -2.81 2.64 0.18
H 0.22 3.51 -0.67
H 1.18 2.00 -0.74
H 1.18 2.78 0.84
H 1.07 -3.15 1.68
H 0.82 -1.42 2.18
H -0.54 -2.84 2.17
*
```


No. 6
Here is an isolated molecule of C6H9N at a distorted geometry from OMol25. Energies are from the ωB97M-V functional and the def2-TZVPD basis.

The SMILES is CC#CCN1CC1. Its largest force on an atom is 1.1 eV/Å. The value obtained for the HOMO energy is -0.336 Eh. The energy relative to the best compared isomer or geometry (same formula, charge and spin) is 4.581 eV. The calculation puts the gap between HOMO and LUMO at 10.061 eV. Its total energy is -288.61370 Eh.

The geometry in ORCA input format:
```
! wB97M-V def2-TZVPD RIJCOSX def2/J DEFGRID3
* xyz 0 1
C -1.73 0.77 -1.85
C -1.61 1.19 -0.47
C -1.05 1.34 0.59
C 0.36 0.94 0.84
N 0.45 -0.37 1.44
C 1.70 -1.04 1.19
C 0.45 -1.53 0.56
H -0.87 1.21 -2.38
H -2.65 1.09 -2.32
H -1.63 -0.32 -1.89
H 0.84 0.94 -0.17
H 0.90 1.66 1.45
H 2.15 -1.54 2.04
H 2.41 -0.53 0.53
H 0.34 -1.39 -0.52
H -0.06 -2.41 0.94
*
```


No. 7
Here is a cluster of 4 separate species, C19H44BrN4O4 in total at a distorted geometry from OMol25. Energies are from the ωB97M-V functional and the def2-TZVPD basis.

Its largest force on an atom is 2.9 eV/Å. The value obtained for the HOMO energy is -0.425 Eh. The calculation puts the gap between HOMO and LUMO at 8.679 eV. Its total energy is -3844.06343 Eh.

The geometry in ORCA input format:
```
! wB97M-V def2-TZVPD RIJCOSX def2/J DEFGRID3
* xyz 1 1
C 3.98 4.98 5.05
O 2.73 5.58 4.74
C 1.94 4.75 3.88
C 2.72 4.50 2.56
C 1.82 4.25 1.31
C 2.67 3.47 0.25
C 2.75 1.99 0.59
N 1.58 1.38 0.92
C 1.98 0.10 1.12
N 1.31 -1.01 1.50
N 3.30 -0.03 0.91
N 3.82 1.17 0.59
C 5.18 1.58 0.23
C 6.27 1.42 1.35
C 5.90 0.53 2.56
Br 4.57 1.33 3.77
H 3.87 3.89 5.24
H 4.76 5.18 4.28
H 4.34 5.45 5.98
H 0.97 5.26 3.72
H 1.72 3.78 4.38
H 3.44 5.32 2.36
H 3.32 3.58 2.71
H 0.91 3.68 1.58
H 1.46 5.21 0.89
H 3.66 3.97 0.23
H 2.17 3.66 -0.72
H 0.40 -1.25 1.12
H 1.76 -1.62 2.16
H 3.90 -0.84 0.96
H 5.48 0.97 -0.64
H 5.14 2.64 -0.08
H 7.14 0.92 0.87
H 6.66 2.39 1.70
H 6.81 0.41 3.16
H 5.61 -0.50 2.28
C -3.62 0.14 -0.82
C -2.36 -0.27 -0.07
C -1.29 0.80 -0.16
O -1.85 -1.49 -0.62
H -3.40 0.29 -1.89
H -4.37 -0.65 -0.76
H -4.04 1.06 -0.42
H -2.60 -0.47 0.97
H -0.99 0.98 -1.19
H -0.40 0.49 0.37
H -1.63 1.74 0.27
H -1.63 -1.33 -1.55
C -4.42 -1.49 -6.24
C -4.05 -2.22 -4.96
C -5.17 -2.13 -3.93
O -2.86 -1.65 -4.41
H -4.59 -0.43 -6.05
H -3.61 -1.55 -6.96
H -5.32 -1.91 -6.69
H -3.84 -3.26 -5.18
H -5.37 -1.09 -3.66
H -4.89 -2.65 -3.01
H -6.09 -2.57 -4.31
H -3.04 -0.72 -4.21
C -4.03 -6.90 -0.44
C -3.80 -5.61 -1.22
C -2.84 -4.68 -0.51
O -5.05 -4.95 -1.41
H -4.46 -6.68 0.54
H -4.73 -7.55 -0.96
H -3.09 -7.44 -0.29
H -3.42 -5.85 -2.21
H -3.23 -4.39 0.47
H -2.70 -3.77 -1.09
H -1.86 -5.16 -0.37
H -5.41 -4.73 -0.54
*
```


No. 8
Here is an isolated molecule of C12H13BrN2 at a distorted geometry from OMol25. Energies are from the ωB97M-V functional and the def2-TZVPD basis.

The SMILES is C[C@@H]1CNCc2[nH]c3ccc(Br)cc3c21. Its largest force on an atom is 4.4 eV/Å. The value obtained for the HOMO energy is -0.292 Eh. The calculation puts the gap between HOMO and LUMO at 8.781 eV. Its total energy is -3148.54711 Eh.

The geometry in ORCA input format:
```
! wB97M-V def2-TZVPD RIJCOSX def2/J DEFGRID3
* xyz 0 1
C 2.23 0.63 -0.89
C 1.60 0.56 0.55
C 2.46 -0.25 1.57
N 2.20 -1.70 1.26
C 0.87 -2.25 1.48
C -0.09 -1.38 0.67
N -1.40 -1.60 0.10
C -2.00 -0.45 -0.42
C -3.26 -0.07 -1.01
C -3.41 1.24 -1.48
C -2.41 2.20 -1.22
Br -2.76 4.07 -1.46
C -1.12 1.77 -0.78
C -0.99 0.45 -0.36
C 0.26 -0.15 0.28
H 1.50 1.24 -1.44
H 3.08 1.22 -0.84
H 2.47 -0.32 -1.33
H 1.43 1.62 0.89
H 2.22 -0.03 2.59
H 3.58 -0.08 1.49
H 2.63 -1.96 0.40
H 0.86 -3.21 1.16
H 0.57 -2.28 2.58
H -1.77 -2.50 -0.15
H -4.04 -0.85 -1.17
H -4.43 1.59 -1.84
H -0.30 2.50 -0.62
*
```


No. 9
Here is an isolated molecule of C3H5BrFN at a distorted geometry from OMol25. Energies are from the ωB97M-V functional and the def2-TZVPD basis.

The SMILES is F[C@H]1NC[C@H]1Br. Its largest force on an atom is 4.4 eV/Å. The value obtained for the HOMO energy is -0.357 Eh. The energy relative to the best compared isomer or geometry (same formula, charge and spin) is 0.414 eV. The calculation puts the gap between HOMO and LUMO at 10.660 eV. Its total energy is -2845.87111 Eh.

The geometry in ORCA input format:
```
! wB97M-V def2-TZVPD RIJCOSX def2/J DEFGRID3
* xyz 0 1
F 1.88 0.74 -0.07
C 0.60 0.61 -0.56
N 0.29 -0.67 -0.95
C -0.61 -0.99 0.14
C -0.53 0.73 0.54
Br 0.03 0.92 2.33
H 0.58 1.47 -1.35
H 1.11 -1.25 -1.04
H -0.23 -1.69 1.02
H -1.64 -1.28 -0.32
H -1.48 1.39 0.24
*
```


No. 10
Here is an isolated molecule of H5N2OP at a distorted geometry from OMol25. Energies are from the ωB97M-V functional and the def2-TZVPD basis.

The SMILES is NOPN. Its largest force on an atom is 2.8 eV/Å. The value obtained for the HOMO energy is -0.335 Eh. The energy relative to the best compared isomer or geometry (same formula, charge and spin) is 3.836 eV. The calculation puts the gap between HOMO and LUMO at 10.071 eV. Its total energy is -529.01945 Eh.

The geometry in ORCA input format:
```
! wB97M-V def2-TZVPD RIJCOSX def2/J DEFGRID3
* xyz 0 1
N 1.34 -0.14 1.58
O 0.50 -0.33 0.34
P -1.06 0.23 0.38
N -1.20 -0.07 -1.46
H 1.85 0.69 1.36
H 2.02 -0.89 1.69
H -1.58 -0.87 1.10
H -0.33 0.40 -1.82
H -1.00 -1.04 -1.72
*
```


No. 11
Here is a structure of composition C19H17N3OPd from OMol25. Energies are from the ωB97M-V functional and the def2-TZVPD basis.

Its largest force on an atom is 0.2 eV/Å. The value obtained for the HOMO energy is -0.291 Eh. The energy relative to the best compared isomer or geometry (same formula, charge and spin) is 0.531 eV. The calculation puts the gap between HOMO and LUMO at 8.323 eV. Its total energy is -1101.62170 Eh.

The geometry in ORCA input format:
```
! wB97M-V def2-TZVPD RIJCOSX def2/J DEFGRID3
* xyz 0 1
Pd -0.09 0.26 -0.31
O 1.15 -1.10 3.52
C 1.17 -0.84 2.31
N 0.12 -0.49 1.58
C -1.16 -0.66 2.23
C -2.21 -1.04 1.21
C -3.46 -1.53 1.58
C -4.38 -1.85 0.61
C -4.05 -1.66 -0.73
C -2.80 -1.17 -1.03
N -1.90 -0.86 -0.08
C 2.51 -0.94 1.61
C 3.66 -0.81 2.39
C 4.90 -0.93 1.79
C 4.96 -1.21 0.43
C 3.76 -1.35 -0.26
N 2.56 -1.22 0.31
H -1.50 0.25 2.74
H -1.10 -1.43 3.00
H -3.68 -1.67 2.63
H -5.36 -2.24 0.88
H -4.74 -1.90 -1.52
H -2.49 -1.00 -2.05
H 3.54 -0.61 3.44
H 5.80 -0.82 2.37
H 5.90 -1.33 -0.08
H 3.77 -1.58 -1.32
C 1.41 1.64 -0.48
C 0.41 2.04 -1.43
C -0.45 3.17 -1.27
C -1.55 3.32 -2.07
C -1.88 2.35 -3.05
C -1.08 1.26 -3.22
C 0.06 1.07 -2.41
H 1.56 2.28 0.38
H 2.31 1.16 -0.85
H -0.21 3.90 -0.52
H -2.19 4.18 -1.95
H -2.75 2.50 -3.68
H -1.30 0.53 -4.00
H 0.79 0.31 -2.68
*
```


No. 12
Here is a structure of composition C28H40N5NiO5SSb from OMol25. Energies are from the ωB97M-V functional and the def2-TZVPD basis.

Its largest force on an atom is 0.8 eV/Å. The value obtained for the HOMO energy (spin up / spin down) is -0.267 / -0.266 Eh. The calculation puts the gap between HOMO and LUMO (spin up / spin down) at 7.582 / 7.562 eV. Its total energy is -3887.75793 Eh.

The geometry in ORCA input format:
```
! wB97M-V def2-TZVPD RIJCOSX def2/J DEFGRID3
* xyz 0 3
Ni -0.20 -0.78 -0.66
C 0.08 -2.67 1.96
N 0.19 -2.48 0.53
C 0.47 -3.49 -0.22
C 0.55 -3.32 -1.62
C 0.90 -4.19 -2.67
C 0.84 -3.43 -3.83
C 0.45 -2.13 -3.44
N 0.29 -2.07 -2.12
C -1.02 -3.61 2.44
C -2.16 -3.86 1.69
C -3.17 -4.67 2.21
C -3.06 -5.22 3.48
C -1.91 -4.97 4.22
C -0.90 -4.17 3.70
H -0.12 -1.69 2.40
H 1.03 -3.01 2.38
H 0.63 -4.48 0.22
H 1.16 -5.23 -2.58
H 1.03 -3.76 -4.84
H 0.30 -1.27 -4.07
H -2.27 -3.44 0.70
H -4.06 -4.86 1.61
H -3.84 -5.84 3.88
H -1.81 -5.39 5.21
H -0.01 -3.99 4.29
C -3.75 1.99 3.00
N -2.97 1.10 2.17
C -3.58 0.03 1.40
C -2.38 -0.46 0.61
O -2.36 -1.32 -0.26
N -1.28 0.24 0.98
C -1.69 1.22 1.79
N -0.85 2.17 2.23
H -4.52 2.48 2.40
H -3.11 2.75 3.43
H -4.22 1.43 3.81
H -4.35 0.41 0.73
H -4.00 -0.76 2.03
H -0.15 2.39 1.52
H -1.28 2.99 2.62
C 3.40 -1.24 -1.43
C 2.85 0.17 -1.42
O 1.74 0.23 -0.52
H 4.36 -1.28 -1.94
H 2.71 -1.92 -1.91
H 3.53 -1.57 -0.39
H 2.53 0.48 -2.42
H 3.61 0.88 -1.07
H 1.35 1.13 -0.53
C -0.28 5.21 -6.62
C -0.46 4.53 -5.29
C 0.31 4.89 -4.19
C 0.19 4.23 -2.98
C -0.73 3.20 -2.86
C -1.53 2.84 -3.94
C -1.39 3.51 -5.14
S -0.87 2.26 -1.37
O 0.31 2.58 -0.55
O -2.11 2.64 -0.72
O -0.84 0.86 -1.83
H 0.32 6.11 -6.53
H -1.25 5.47 -7.05
H 0.22 4.54 -7.33
H 1.03 5.70 -4.29
H 0.79 4.51 -2.12
H -2.25 2.04 -3.81
H -2.02 3.23 -5.98
C 4.25 -0.39 2.55
Sb 2.25 0.44 2.50
C 3.02 2.43 2.14
C 2.20 0.70 4.66
H 4.80 0.05 3.39
H 4.78 -0.17 1.62
H 4.23 -1.48 2.68
H 3.90 2.59 2.77
H 2.26 3.18 2.36
H 3.31 2.53 1.09
H 2.95 1.43 4.99
H 2.41 -0.26 5.15
H 1.21 1.04 4.97
*
```